Density functional theory data (ωB97M-V with the def2-TZVPD basis set) for a 4-piece molecular cluster, C37H66N7O5 overall at a distorted geometry.

```
115
Properties=species:S:1:pos:R:3:forces:R:3
O -0.58782 2.64463 -1.10265 -0.1 0.0 -0.1
O 1.10249 4.58766 -2.79798 1.3 -0.5 -1.1
O -4.67312 1.05402 3.26257 0.3 0.0 -0.2
O -0.82347 1.91895 0.11274 0.1 -0.4 0.2
O 5.08119 3.08812 0.68980 0.0 -0.2 -0.2
N 5.24462 1.53453 -1.47670 -0.1 -0.8 -0.1
N -6.50655 -1.33655 7.74256 0.0 0.1 0.0
N 3.34746 0.14698 -1.46695 0.3 0.0 0.3
N 3.64291 1.71272 -3.14350 -0.4 0.7 1.5
N 3.18285 4.88893 -3.74387 -1.3 -0.1 -1.4
N 1.67344 -4.60147 -0.34689 0.1 0.0 0.0
N 1.58870 -2.19394 3.46827 0.0 0.1 0.0
C 2.89746 -6.32510 -1.00214 0.0 0.0 0.0
C 2.94737 -6.24440 0.41623 0.0 0.0 0.0
C -2.49797 -2.31253 -1.34156 -0.9 0.0 -0.3
C 3.91187 4.57311 -4.99732 0.3 0.2 0.4
C -4.88883 -0.32174 3.51659 -0.5 0.0 0.0
C -7.52864 -0.82829 8.49708 0.0 0.0 0.0
C -4.10521 -2.17113 1.91884 -0.2 0.0 -0.4
C -5.14772 -1.09395 2.21886 0.0 -0.2 0.4
C -5.62578 -0.33759 7.42875 0.0 -0.1 0.0
C -2.93479 -1.65135 1.09022 -0.1 0.2 0.4
C -0.07321 1.68052 -2.00695 0.0 0.2 0.4
C -0.32887 -1.70959 -3.73170 0.3 -0.7 -0.5
C 1.75330 2.82534 -4.23958 0.8 0.0 -0.2
C 5.36577 1.73493 1.01464 0.0 -0.3 0.4
C -3.27818 -1.41321 -0.38900 0.6 0.2 0.3
C 2.10204 -5.30207 -1.44289 0.0 0.0 0.0
C 1.09961 -1.30962 4.39003 0.0 -0.1 0.0
C -7.30109 0.51082 8.66431 0.0 0.0 0.0
C -5.26644 1.88373 4.22305 -0.4 0.3 0.5
C 1.94915 0.49215 -1.11232 0.1 0.5 -0.4
C 4.20130 1.05982 1.74831 0.3 0.5 0.1
C 2.15794 1.62845 -3.37139 -0.3 -0.6 0.0
C 1.98180 4.16649 -3.55409 -0.8 0.6 1.3
C 1.46962 1.66908 -1.98969 -0.2 -0.7 0.4
C 1.89948 0.28713 -4.11108 0.0 0.6 -0.3
C 2.18381 -5.17249 0.78928 0.0 0.1 0.0
C 0.17337 -1.23264 -5.11613 0.2 0.3 0.7
C 0.66821 0.21905 -5.01680 -0.1 -0.7 -0.4
C 4.09247 1.13357 -1.99365 0.0 0.1 -0.7
C 0.70472 -0.51812 2.32575 0.0 0.1 -0.1
C 1.35431 -1.71774 2.20733 0.0 0.0 0.0
C -2.65778 -1.86759 -2.79597 0.2 -0.3 0.1
C -6.09198 0.82311 7.98534 0.0 0.0 0.0
C -1.62901 -2.54549 -3.71309 0.1 0.8 0.2
C 0.54133 -0.25817 3.71284 0.1 0.0 0.0
C 2.87700 6.33892 -3.68148 0.2 0.2 0.7
C 5.84554 1.01362 -0.25498 0.4 0.5 0.2
H -0.43557 -0.84088 -3.08726 -0.1 0.0 0.1
H -0.51266 1.90739 -2.97194 0.1 0.2 -0.1
H -3.74960 -2.60691 2.85210 0.0 0.0 0.1
H 1.95019 0.82870 -0.07911 -0.2 -0.2 0.1
H -2.08996 -2.33253 1.20431 0.1 -0.1 -0.2
H -5.76441 -0.41841 4.16457 -0.1 0.0 0.1
H -6.12199 -1.57336 2.30294 -0.1 0.0 0.0
H 1.07216 -3.79926 -0.37180 -0.1 -0.1 0.0
H 0.92000 0.54474 -6.02612 0.0 0.3 0.0
H 1.02137 -1.85669 -5.39750 -0.1 -0.1 -0.3
H 4.55163 3.70527 -4.86257 -0.1 -0.2 -0.2
H -2.02141 -2.65170 -4.72114 0.0 -0.1 -0.1
H -0.59654 2.56573 0.79207 0.0 0.2 -0.1
H -5.62013 1.78905 7.91598 0.0 0.0 0.0
H 6.21591 1.71898 1.69712 0.2 -0.1 0.0
H 3.48046 -6.90042 1.08321 0.0 0.0 0.0
H 2.04576 -3.06008 3.68607 0.0 0.0 0.0
H -0.47844 0.72175 -1.68998 0.0 -0.2 -0.1
H -5.23338 -0.36323 1.41613 0.1 0.0 -0.1
H -6.41761 -2.29484 7.46234 0.0 0.0 0.0
H 3.96358 2.67820 -3.16644 0.0 0.0 -0.3
H -2.91462 -3.32040 -1.27149 0.3 -0.2 0.1
H 1.66421 -2.27159 1.33707 0.0 0.0 0.0
H 4.57008 5.40484 -5.22123 0.1 0.0 0.1
H -4.74756 -0.53925 6.83948 0.0 0.0 0.0
H -1.44591 -2.35385 -1.05396 0.2 0.1 0.0
H 1.87575 -0.53543 -3.40446 0.0 0.0 0.2
H 0.46676 -2.32614 -3.30891 0.1 0.1 0.2
H 1.18736 -1.50452 5.44477 0.0 0.0 0.0
H 6.91421 1.19159 -0.34204 0.1 0.0 -0.2
H -2.60038 -0.70823 1.52843 0.1 0.0 0.1
H 1.95500 -4.77193 1.76163 -0.1 0.0 0.0
H 5.74891 -0.06486 -0.16431 -0.2 -0.1 -0.1
H 3.70002 6.91314 -4.09057 0.2 -0.1 0.0
H 2.27934 2.72813 -5.18707 0.1 0.1 0.0
H 2.72812 6.64751 -2.65322 0.0 0.0 0.1
H 0.06785 0.59893 4.16108 0.0 0.0 0.0
H 5.56193 3.64774 1.29961 0.0 0.2 0.1
H 1.30112 -0.37416 -1.20095 0.1 -0.2 -0.1
H -3.67654 -2.05452 -3.13187 -0.1 -0.1 0.0
H -4.97864 2.91833 4.05835 0.2 0.0 -0.2
H -4.34928 -1.52110 -0.55573 -0.1 -0.1 -0.1
H 4.36485 1.16636 2.81819 -0.1 0.0 0.1
H -4.59403 -2.97859 1.36852 0.1 -0.1 0.0
H -1.39068 -3.53194 -3.32245 -0.2 -0.2 -0.1
H -7.92973 1.19173 9.21253 0.0 0.0 0.0
H -3.03175 -0.37702 -0.63035 -0.1 0.1 -0.1
H 1.96648 6.58721 -4.22478 0.0 -0.1 -0.1
H 3.27159 1.58115 1.53638 -0.2 -0.2 -0.2
H 0.70148 2.78736 -4.48629 -0.2 0.0 0.2
H -0.16530 0.82404 -4.67014 0.0 0.1 0.1
H -0.59579 -1.32404 -5.87743 -0.1 0.0 -0.1
H 5.74928 2.26493 -1.94806 0.0 0.0 -0.1
H -2.51090 -0.78634 -2.82576 -0.1 0.1 -0.2
H 0.37621 0.10430 1.50783 -0.1 0.0 0.0
H -4.99786 1.62620 5.25079 0.2 -0.1 0.0
H 2.77942 0.13138 -4.73288 0.1 -0.2 -0.1
H -8.32582 -1.46008 8.84855 0.0 0.0 0.0
H 3.82518 -0.44239 -0.80155 -0.1 0.1 0.2
H 3.26510 4.44193 -5.86052 -0.1 -0.1 -0.1
H 1.74738 2.56585 -1.43615 0.1 0.3 -0.4
H 4.13892 -0.00800 1.55382 -0.2 -0.1 -0.1
H 1.80241 -5.01584 -2.43658 0.0 0.0 0.0
H -6.36014 1.84894 4.17749 -0.1 -0.1 -0.1
H 3.38520 -7.05523 -1.62527 0.0 0.0 0.0
H -4.05321 -0.75929 4.07349 0.2 0.1 0.0
```
Positions in Å, forces in eV/Å.

- LUMO: -2.22 eV
- Gap between HOMO and LUMO: 7.2 eV
- E_tot: -60098.194 eV
- Charge: +1